Computed, not measured: C5H6O2 in the gas phase at a distorted geometry, with the ωB97M-V functional and the def2-TZVPD basis.

Last column: Mulliken charge in e.
CARTESIAN COORDINATES (ANGSTROEM)
O -0.21549 -3.07748 -0.82040  -0.456
O -1.75527 2.00708 -0.31468  -0.504
C 0.78658 -0.08520 0.76355  0.130
C 0.05484 -1.95944 -0.47924  0.079
C -0.34924 2.00380 -0.45844  -0.478
C 0.28691 0.84804 0.16392  -0.185
C 0.94314 -1.53562 0.76737  -0.299
H 0.14128 2.88369 -0.02155  0.270
H -0.17971 2.01734 -1.54138  0.265
H 1.98197 -1.86483 0.63475  0.289
H -1.96062 1.81324 0.60734  0.330
H -0.31592 -1.02280 -0.98043  0.273
H 0.58154 -2.02783 1.67919  0.286

Cartesian forces (eV/Å) of the 2 atoms listed first:
0.36 0.80 0.42
-0.07 0.05 0.27

Results
E_HOMO = -0.36780 Ha
Kohn-Sham gap = 10.7 eV
ΔE to the lowest compared entry with this formula, charge and spin = 281.5 kJ/mol
Multiplicity = 1

Computed, not measured: a molecular structure, C37H45Cl5GeINO3PTl at a distorted geometry, with the ωB97M-V functional and the def2-TZVPD basis.

Last column: Mulliken charge in e.
CARTESIAN COORDINATES (ANGSTROEM)
Tl -0.31966 0.03912 1.73748  1.220
I 0.79054 -0.60810 -1.67187  0.607
Ge -2.74214 -1.85719 0.10537  0.056
Cl -0.98711 5.93022 3.34724  -0.066
Cl -3.21248 5.51122 1.52663  -0.056
Cl -3.43839 4.70265 4.30420  -0.057
Cl 0.99154 -1.74459 4.13305  -0.055
Cl 0.73736 1.12588 4.60647  -0.027
P 2.25784 1.31466 -1.02344  0.435
O -2.55947 -1.39753 1.83169  0.267
O -1.14421 -2.63618 -0.22369  0.061
O -2.04082 -0.27213 -0.57300  0.437
N -1.39296 2.53887 2.28755  -0.014
C 0.88756 3.57552 -0.21288  -0.141
C 0.20944 5.27061 -1.77540  -0.749
C -2.97795 0.58423 -1.27299  1.000
C -0.99586 -3.97224 -0.74871  1.128
C -3.75309 -0.22069 -2.31609  -1.686
C 0.77868 4.55943 -2.82871  -0.881
C 0.47621 -4.35075 -0.57469  -1.422
C 3.97877 1.77434 2.60491  -0.857
C 4.43656 -1.45277 -4.84689  -0.884
C -1.37224 -3.99046 -2.22896  -1.337
C 4.51347 -0.32811 -3.98597  0.428
C 3.27180 2.04554 1.44286  -0.538
C 1.47613 2.87150 -1.27156  1.169
C -3.35009 -1.71848 3.00454  1.391
C -3.93778 1.22239 -0.27353  -1.143
C 3.37692 -2.31054 -4.78479  -1.012
C -1.81337 3.56383 2.58220  -0.589
C 5.59554 0.58426 -4.02133  -0.677
C 3.46908 -0.09944 -3.05626  -0.159
C 2.33022 -2.09328 -3.86193  -0.273
C -3.25900 -0.50292 3.92201  -1.378
C 5.64322 1.67151 -3.18905  -1.160
C 3.99399 -0.57930 2.06835  -0.797
C -2.18061 1.67624 -1.98421  -1.514
C -1.86261 -4.95837 0.02754  -1.647
C 2.91710 0.98827 0.60013  1.277
C 4.60362 1.90849 -2.27501  -0.178
C -2.35162 4.88473 2.93822  0.760
C 2.40177 -1.01466 -3.03665  0.570
C 4.33528 0.47086 2.91805  -0.631
C 3.28622 -0.32708 0.90907  -0.457
C -4.80797 -1.94595 2.61075  -1.731
C -2.79657 -2.96432 3.67781  -1.440
C 0.26508 4.78187 -0.47351  -0.862
C 3.54129 1.03519 -2.22232  0.314
C 1.41024 3.35448 -2.58598  -0.879
C 0.94800 -0.46894 5.36562  -0.534
H 1.88257 -0.47611 5.91036  0.423
H -2.84582 -3.81483 2.99312  0.296
H 4.64670 2.77450 -1.62305  0.542
H -4.88065 -2.81184 1.94300  0.446
H 3.02572 3.06913 1.19263  0.527
H -0.86972 -3.17011 -2.75285  0.129
H -3.80621 -0.68857 4.84571  0.509
H -0.18811 5.33885 0.33734  0.433
H -4.32141 0.43544 -2.97489  0.491
H 4.29617 -1.59175 2.30266  0.500
H -1.09193 -4.93387 -2.69541  0.454
H 0.90312 3.17906 0.79518  0.375
H 0.77793 -4.20874 0.46466  0.305
H 3.04275 -1.14565 0.24074  0.339
H -3.38353 -3.20633 4.56422  0.476
H -3.06607 -0.81631 -2.92302  0.318
H 1.84887 2.79405 -3.40240  0.497
H -5.21237 -1.06807 2.09988  0.348
H 0.72972 4.94820 -3.83741  0.473
H -1.78375 -5.95834 -0.39714  0.529
H -2.44984 -3.84517 -2.35079  0.362
H 0.10658 -0.64736 6.02204  0.369
H -4.66683 1.84959 -0.78842  0.533
H -1.59173 1.25891 -2.80446  0.372
H -5.41124 -2.14491 3.49509  0.509
H 4.88935 0.26652 3.82621  0.494
H 1.49598 -2.78371 -3.82646  0.502
H 6.39616 0.40260 -4.72817  0.481
H -1.75538 -2.81870 3.97341  0.184
H 6.48074 2.35543 -3.23212  0.478
H -2.86787 2.41177 -2.40345  0.567
H 5.23800 -1.62494 -5.55490  0.465
H 1.11379 -3.73519 -1.21797  0.221
H -0.28842 6.21169 -1.97357  0.478
H -2.91392 -4.64793 -0.02708  0.422
H 3.31886 -3.16631 -5.44470  0.478
H -3.39107 1.83197 0.44951  0.082
H -1.52489 2.18488 -1.26978  0.104
H -2.21010 -0.29454 4.17044  0.096
H 4.26588 2.58828 3.25859  0.490
H -1.56036 -4.99551 1.07561  0.307
H 0.62221 -5.39647 -0.84347  0.464
H -4.46156 -0.89807 -1.82079  0.384
H -3.68320 0.37452 3.42877  0.295
H -4.48258 0.44202 0.27083  0.166

Cartesian forces (eV/Å) of the 2 atoms listed first:
-0.28 -0.16 0.05
0.42 0.04 -0.36

Results
E_HOMO (spin up / spin down) = -0.59164 / -0.60105 Ha
Kohn-Sham gap (spin up / spin down) = 6.4 / 6.6 eV
Net charge = +3
ΔE to the lowest compared entry with this formula, charge and spin = 49.5 kJ/mol
Multiplicity = 2

Computed, not measured: a gas-phase ion, C9H14N (charge +1) at a distorted geometry, with the ωB97M-V functional and the def2-TZVPD basis.

Last column: Mulliken charge in e.
CARTESIAN COORDINATES (ANGSTROEM)
N -1.91960 -0.85683 0.14738  0.126
C 0.80956 -1.15642 -0.65791  -0.910
C 0.42853 1.03113 -1.07284  -0.984
C 2.20362 -0.84317 -1.26443  -0.789
C 0.46764 0.11303 0.14348  1.830
C 0.90175 -0.24054 -1.86196  0.054
C -1.17865 0.02914 0.46203  -0.094
C -1.71654 1.25473 1.10423  -1.482
C -2.70282 -1.75593 -0.22726  -0.152
C 1.17811 0.30716 1.44129  -1.486
H 0.69958 -0.52234 -2.99437  0.298
H -0.56267 1.49269 -1.26753  0.411
H 1.14534 1.27240 1.84878  0.456
H -3.24664 -1.60001 -1.14512  0.308
H 0.72176 -0.42926 2.19166  0.328
H -1.34554 2.23473 0.73195  0.375
H -2.97063 -2.43152 0.56146  0.294
H 2.27264 0.05968 1.37261  0.333
H 0.35377 -2.12318 -0.46907  0.436
H 1.12620 1.87346 -1.13795  0.310
H 2.79899 -1.52475 -1.85830  0.326
H 2.72826 -0.31207 -0.58052  0.153
H -1.67855 1.14343 2.14961  0.365
H -2.81506 1.25918 0.92626  0.494

Cartesian forces (eV/Å) of the 2 atoms listed first:
-1.70 -2.89 -1.47
1.02 0.75 -0.68

Results
E_HOMO = -0.50730 Ha
Kohn-Sham gap = 9.3 eV
Net charge = +1
ΔE to the lowest compared entry with this formula, charge and spin = 416.9 kJ/mol
Multiplicity = 1

Computed, not measured: 16 unconnected molecules or ions with the total composition H30O19S at a distorted geometry, with the ωB97M-V functional and the def2-TZVPD basis.

Last column: Mulliken charge in e.
CARTESIAN COORDINATES (ANGSTROEM)
S -0.10057 -0.26706 -0.05153  0.683
O 0.15691 -0.68484 1.35525  -0.219
O -1.56366 2.49374 -0.72654  -0.887
O 0.68543 -1.08069 -0.90741  -0.572
O 2.12993 -2.01795 2.63504  -0.678
O -3.28772 -0.52143 1.46164  -0.784
O -2.85815 1.21987 -1.85957  -0.754
O -2.81679 -2.42891 -1.27375  -0.799
O 3.14338 -1.73440 -1.21018  -0.695
O 2.43507 4.04861 0.72162  -0.756
O -1.18378 -1.51875 3.39007  -0.702
O -0.19930 -3.18796 -2.03573  -0.805
O -1.51225 -0.35727 -0.42207  -0.260
O 1.68312 1.61883 1.46513  -0.774
O 0.22667 1.12949 -0.18612  -0.996
O 1.41967 1.84288 -1.91701  -0.758
O 0.30836 0.51143 3.52651  -0.800
O 0.42741 4.19630 -0.92940  -0.648
O 1.06964 -0.43183 -3.43254  -0.705
O 1.58602 -3.73458 0.21303  -0.709
H 2.20878 -1.46148 -1.10330  0.267
H 2.56444 -1.23306 2.98450  0.320
H 0.60826 0.31968 -3.73786  0.310
H 0.96746 -0.67914 -2.47792  0.492
H -0.96615 1.58932 -0.64361  0.228
H 1.33678 -1.68704 2.29465  0.384
H 1.44181 1.28271 2.39313  0.374
H 0.12101 -2.37050 -1.46305  0.041
H 1.04256 1.29598 0.90681  0.520
H 0.88264 2.72406 -1.82979  0.568
H 1.74190 4.30767 0.30201  0.320
H -2.16576 2.34248 -1.43712  0.395
H 2.93227 -2.37346 -1.86685  0.369
H -0.34712 1.18939 3.42928  0.325
H -0.38976 3.66572 -1.06293  0.420
H 2.02215 -2.80362 0.46718  0.389
H -2.25517 0.48873 -1.44205  0.341
H -2.38746 -1.64015 -1.01603  0.576
H -3.47424 -2.58292 -0.49547  0.297
H -0.02926 -0.10135 2.89187  0.198
H 1.01319 -3.57690 -0.58164  0.455
H -3.72481 0.76593 -1.97408  0.269
H -2.60418 -0.72297 2.11417  0.396
H 0.74778 1.50541 -1.41071  0.123
H -2.75221 -0.68067 0.64009  0.276
H 0.48251 5.06055 -1.16461  0.176
H -1.08705 -3.23608 -1.74781  0.413
H -1.08059 -2.36760 3.72604  0.224
H -0.67354 -1.19531 2.58105  0.757
H 2.07436 3.07914 0.90757  0.393

Cartesian forces (eV/Å) of the 2 atoms listed first:
-0.83 -1.02 3.24
-0.96 -0.18 -1.87

Results
E_HOMO = -0.14303 Ha
Kohn-Sham gap = 8.7 eV
Net charge = -2
ΔE to the lowest compared entry with this formula, charge and spin = 794.2 kJ/mol
Multiplicity = 1